Record 1
Entry from OMol25: 2 unconnected molecules or ions with the total composition C2H9NS (ωB97M-V/def2-TZVPD).

Geometry as XYZ:
```
13
Properties=species:S:1:pos:R:3:forces:R:3:lowdin_charge:R:1
H -1.368633 1.905244 1.092539 0.07 0.08 -0.04 -0.2385
H 0.850268 -1.258699 0.550046 -0.12 0.03 0.19 0.0920
H 2.204650 0.471922 -0.062170 0.17 -0.09 -0.11 0.0735
H 1.644469 -0.338058 -1.578593 0.17 0.05 0.09 0.0728
H -0.405535 -1.751506 -1.421855 0.07 0.00 -0.03 0.0713
S -0.972386 2.022164 2.365140 -0.14 -0.01 0.00 0.4546
H -1.200340 0.718195 2.561168 0.11 -0.01 0.07 -0.2300
H -1.210065 -0.203999 -1.224161 -0.10 0.03 0.12 0.0736
H -1.458799 -1.497409 -0.026531 -0.14 0.03 0.02 0.0698
C -0.730499 -1.015172 -0.673772 0.19 0.05 -0.06 -0.1604
N 0.360004 -0.475833 0.132741 0.25 -0.14 -0.40 -0.1980
C 1.347665 0.234216 -0.687631 -0.42 0.04 0.17 -0.1517
H 0.939201 1.188935 -1.026921 -0.11 -0.05 -0.01 0.0710
```
Forces are in eV/Å.

maximum force	0.5	eV/A
DFT total energy	-14544.69013	eV
SMILES	CNC.S
HOMO	-8.90	eV
HOMO-LUMO gap	0.36304	Eh



Record 2
Entry from OMol25: 2 unconnected molecules or ions with the total composition C2H9NS in a non-equilibrium geometry (ωB97M-V/def2-TZVPD).

Geometry as XYZ:
```
13
Properties=species:S:1:pos:R:3:forces:R:3:lowdin_charge:R:1
H -1.030104 0.183045 -0.470000 0.35 -1.72 -0.10 -0.2463
H 0.810650 1.885130 -2.585586 -1.01 -1.02 -0.70 0.0261
H 0.021394 0.209305 -3.142955 -0.16 2.07 0.74 0.0652
C -0.136812 1.277271 -2.713684 0.41 -0.91 -0.13 -0.4991
S -0.863167 1.330286 -1.049246 -0.37 2.12 0.40 0.6031
N -0.497569 -1.192107 1.321117 0.58 0.48 1.80 -0.0985
H -1.020351 -0.947035 2.184358 -0.74 -0.59 -1.28 0.0597
H 0.934491 -1.084475 3.011281 0.36 -0.76 -1.18 0.0666
H 1.787461 -0.865267 1.348422 -1.59 0.08 0.74 0.0865
H -0.660075 -2.221176 1.163665 1.01 1.39 0.57 0.0760
H -0.905939 1.843870 -3.273994 0.85 -0.49 -0.22 0.0054
H 0.733177 0.297256 2.259105 -0.31 1.32 -0.96 0.0380
C 0.826843 -0.716103 1.947517 0.63 -1.97 0.31 -0.1826
```
Forces are in eV/Å.

maximum force	2.2	eV/A
DFT total energy	-14543.66787	eV
SMILES	CN.CS
HOMO	-8.41	eV
HOMO-LUMO gap	0.34623	Eh



Record 3
Entry from OMol25: 3 unconnected molecules or ions with the total composition C2H9NS in a non-equilibrium geometry (ωB97M-V/def2-TZVPD).

Geometry as XYZ:
```
13
Properties=species:S:1:pos:R:3:forces:R:3:lowdin_charge:R:1
H 2.783679 -0.697142 -0.936749 -0.02 0.61 0.50 -0.0254
H -5.685790 -4.981066 1.453038 0.09 -0.32 0.38 0.0001
H 0.947143 0.498147 0.846617 -0.38 1.04 -2.23 0.0860
H -0.593161 2.592428 0.529203 0.13 -0.67 -1.04 0.0617
N 3.248005 -1.483946 -0.498875 -0.54 -1.54 -2.64 0.0080
H 0.887241 0.420088 -1.074560 -1.09 -0.69 0.98 0.0732
C -0.574416 1.827014 -0.286769 -0.50 0.47 0.79 -0.4083
H -5.820056 -4.520483 0.905198 -0.09 0.32 -0.38 0.0002
S -1.285739 0.201045 0.462916 -0.91 0.81 -1.90 0.7086
C 0.329456 0.652700 -0.126439 2.50 0.43 1.21 -0.6345
H -0.814611 2.249267 -1.351668 0.19 -1.36 2.17 0.1085
H 4.201713 -1.243376 -0.406634 1.30 0.98 0.83 -0.0193
H 3.399391 -2.025245 -1.399734 -0.69 -0.07 1.33 0.0412
```
Forces are in eV/Å.

maximum force	3.1	eV/A
DFT total energy	-14542.63309	eV
SMILES	[H][H].C1CS1.N
HOMO	-8.71	eV
HOMO-LUMO gap	0.35438	Eh



Record 4
Entry from OMol25: 2 unconnected molecules or ions with the total composition C2H9NS in a non-equilibrium geometry (ωB97M-V/def2-TZVPD).

Geometry as XYZ:
```
13
Properties=species:S:1:pos:R:3:forces:R:3:lowdin_charge:R:1
S 2.283166 1.702556 -5.923683 -0.27 4.54 -0.50 0.4535
C -1.445982 -1.085634 0.965491 0.39 2.12 -1.90 -0.0227
H -2.503155 -0.936712 0.661894 0.38 -0.91 0.78 0.1289
H -1.646873 -0.870528 3.024285 0.30 1.19 -0.56 0.1962
H 3.353934 1.290924 -6.587565 -0.11 -2.21 0.42 -0.2115
H 0.866487 -0.221927 1.745854 -0.35 -0.29 0.86 0.1413
H 1.329292 1.179360 -5.188486 0.38 -2.33 0.07 -0.2420
H 0.481948 0.416146 3.489255 -0.63 -1.39 0.11 0.1270
H 0.222923 1.223755 2.145739 -0.94 0.46 -0.70 0.1328
N -1.158030 -0.410041 2.216213 0.47 -2.45 1.89 0.0639
C 0.121572 0.183560 2.475908 0.87 0.86 -1.06 -0.0161
H -0.950940 -2.061328 0.707717 -0.72 0.45 1.15 0.1508
H -0.954342 -0.410131 0.267377 0.22 -0.05 -0.56 0.0980
```
Forces are in eV/Å.

2S+1	2
maximum force	4.6	eV/A
total charge	+1
DFT total energy	-14534.11677	eV
expectation value of S²	0.755
HOMO (alpha / beta)	-11.47 / -11.47	eV
HOMO-LUMO gap (alpha / beta)	0.29382 / 0.11490	Eh



Record 5
Entry from OMol25: 2 unconnected molecules or ions with the total composition C2H9NS2 in a non-equilibrium geometry (ωB97M-V/def2-TZVPD).

Geometry as XYZ:
```
14
Properties=species:S:1:pos:R:3:forces:R:3:lowdin_charge:R:1
H -1.591197 2.315211 3.593552 -0.18 -0.01 -0.11 -0.2158
H 0.632526 0.450491 1.967263 0.19 0.01 -0.34 -0.2402
S 0.443021 1.767877 2.066728 -0.10 -0.19 0.49 0.2454
C 0.667226 0.241360 -1.617084 -0.64 -0.88 -1.35 -0.1161
H 0.034828 -0.628258 0.534111 -0.05 -0.61 0.31 -0.0151
S -0.651007 1.395217 3.817939 0.18 0.29 0.10 0.2414
H 0.429006 -1.923697 -1.845509 -0.06 -0.17 -0.39 0.0963
H -0.804189 -2.126644 0.211478 0.30 0.03 0.41 0.0599
H 1.017108 0.328987 -2.644459 0.14 -0.05 -0.15 0.0660
N -0.503246 -1.215101 -0.076110 -0.22 0.34 -0.75 -0.0191
H -1.046123 -0.825452 -2.008768 -0.04 -0.87 -0.65 0.0945
H 1.544082 0.230811 -1.001805 0.33 0.45 0.69 0.0599
H -0.046636 1.056854 -1.516346 0.42 0.27 0.71 0.0739
C -0.125399 -1.067662 -1.480985 -0.27 1.36 1.05 -0.3311
```
Forces are in eV/Å.

maximum force	1.7	eV/A
DFT total energy	-25379.68745	eV
SMILES	CCN.SS
HOMO	-8.79	eV
HOMO-LUMO gap	0.33307	Eh



Record 6
Entry from OMol25: 2 unconnected molecules or ions with the total composition C2H9O2 in a non-equilibrium geometry (ωB97M-V/def2-TZVPD).

Geometry as XYZ:
```
13
Properties=species:S:1:pos:R:3:forces:R:3:lowdin_charge:R:1
H -0.960799 -0.749553 -1.430680 0.27 0.05 0.08 0.0909
H 1.491908 -1.964104 0.405257 0.24 -0.67 0.14 0.1142
H 2.717847 -1.207908 1.032331 0.05 -0.30 -0.06 0.1256
H -1.238847 1.735157 0.400723 -0.13 -0.08 0.76 0.1324
H 0.762165 1.113663 1.289085 0.44 1.18 1.31 0.1424
O 0.500350 0.579307 0.569548 -0.35 -0.76 -0.87 0.0859
O 2.119705 -1.247109 0.271557 -0.48 0.75 -0.07 0.0836
H 1.218681 -0.206558 0.333307 0.04 0.15 -0.11 0.0964
H -1.794388 -0.793150 0.151442 0.22 -0.01 0.15 0.0924
H -2.369660 0.223019 -1.115667 0.07 0.01 -0.10 0.1013
C -0.676327 1.044351 -0.199453 0.15 -0.33 -1.21 -0.1427
H -0.320527 1.629133 -1.046031 0.31 -0.14 0.01 0.1345
C -1.450111 -0.156252 -0.661423 -0.83 0.15 -0.02 -0.0569
```
Forces are in eV/Å.

maximum force	1.8	eV/A
total charge	+1
DFT total energy	-6307.32964	eV
HOMO	-16.89	eV
HOMO-LUMO gap	0.48099	Eh



Record 7
Entry from OMol25: 3 unconnected molecules or ions with the total composition C2H9O2S in a non-equilibrium geometry (ωB97M-V/def2-TZVPD).

Geometry as XYZ:
```
14
Properties=species:S:1:pos:R:3:forces:R:3:lowdin_charge:R:1
O -0.227122 -1.793452 -2.567143 -0.04 -0.14 0.39 -0.0773
O 3.077929 -1.158090 -1.203882 -0.76 0.11 0.18 -0.0910
H -0.154780 1.603977 2.726603 0.05 -0.17 -0.07 0.0689
H -0.821387 2.504030 1.400479 -0.66 0.36 0.31 0.0580
H -0.404548 -1.078192 -1.941728 0.15 -0.09 -0.04 -0.0532
C -0.886245 0.431181 1.032155 -0.64 0.29 -0.09 -0.6873
C -0.976453 1.616919 2.007733 0.80 -1.10 -0.30 -0.1698
H -1.890180 1.504667 2.579808 -0.32 0.63 -0.10 0.0690
H 2.276599 -0.617335 -1.092455 0.55 0.05 -0.15 -0.0873
H -1.744464 0.441846 0.333591 -0.10 0.12 0.30 0.0702
H 2.661302 -2.026039 -1.173451 0.31 -0.30 -0.14 0.0305
H -0.372367 -1.416688 -3.432202 -0.03 0.14 -0.34 0.0291
H -0.955073 -0.560709 1.476552 0.24 -0.02 0.19 0.0710
S 0.416790 0.547884 -0.146061 0.45 0.11 -0.13 0.7692
```
Forces are in eV/Å.

2S+1	2
maximum force	1.4	eV/A
DFT total energy	-17148.73353	eV
expectation value of S²	0.753
HOMO (alpha / beta)	-9.94 / -9.56	eV
HOMO-LUMO gap (alpha / beta)	0.38988 / 0.26138	Eh



Record 8
Entry from OMol25: 2 unconnected molecules or ions with the total composition C2H9OS in a non-equilibrium geometry (ωB97M-V/def2-TZVPD).

Geometry as XYZ:
```
13
Properties=species:S:1:pos:R:3:forces:R:3:lowdin_charge:R:1
H -0.805681 0.858946 -2.383153 0.19 -0.11 0.16 0.0647
S -0.192198 0.081836 -0.153557 1.97 0.74 0.46 0.9822
H -0.023768 2.081927 -1.339083 0.23 0.08 0.15 0.0623
O -0.682286 -2.421259 1.173028 0.00 -0.03 -0.06 -0.0195
H -0.552710 -2.964260 1.969789 0.05 0.41 -0.21 0.1194
H -0.393665 -1.116504 0.600301 -1.02 -0.82 -0.02 -0.0199
H 1.190820 1.728302 0.797047 0.16 -0.22 0.34 0.0575
C 1.401670 0.723833 0.425664 -0.31 0.82 -0.46 -0.2827
H -1.728152 1.643474 -1.094510 -0.25 0.22 0.12 0.0536
H -1.363297 -2.838833 0.632223 -0.01 -0.16 0.06 0.1003
H 2.057532 0.844787 -0.431558 0.14 -0.34 0.00 0.0577
C -0.754442 1.288155 -1.384192 -0.93 -0.53 -0.49 -0.2406
H 1.846176 0.089595 1.188000 -0.20 -0.06 -0.06 0.0649
```
Forces are in eV/Å.

maximum force	2.2	eV/A
total charge	+1
DFT total energy	-15094.09806	eV
HOMO	-14.40	eV
HOMO-LUMO gap	0.38270	Eh



Record 9
Entry from OMol25: 3 unconnected molecules or ions with the total composition C2H9OS in a non-equilibrium geometry (ωB97M-V/def2-TZVPD).

Geometry as XYZ:
```
13
Properties=species:S:1:pos:R:3:forces:R:3:lowdin_charge:R:1
H 3.311922 -1.707967 1.993076 -0.40 0.15 -0.05 0.2023
H 0.824850 -1.256255 -0.632347 -0.18 0.06 -0.45 0.1062
S -0.728121 -2.015305 0.874710 -0.73 0.43 0.04 1.1496
H 2.897722 -0.999802 3.306986 -0.17 0.23 0.70 0.1852
H -0.933695 1.138944 0.148172 -0.40 -0.33 -0.42 0.1440
H -0.339980 -3.060448 0.103793 0.19 0.05 0.14 -0.0066
O 2.559948 -1.173774 2.397591 0.76 -0.41 -0.51 0.3920
H -4.061787 3.750875 -4.414944 -0.23 -0.07 0.09 -0.0013
H 0.424867 0.952687 1.003464 0.13 -0.40 0.36 0.1557
C 0.043037 -0.829819 -0.008589 0.79 -0.79 -0.15 -0.4016
H -4.736909 3.556671 -4.155922 0.23 0.06 -0.09 0.0014
H 0.729961 1.049171 -0.648229 -0.49 -0.09 -0.42 0.1263
C 0.008185 0.595022 0.032239 0.51 1.12 0.76 -0.0531
```
Forces are in eV/Å.

2S+1	2
maximum force	1.4	eV/A
total charge	+2
DFT total energy	-15077.27090	eV
expectation value of S²	0.756
HOMO (alpha / beta)	-17.68 / -17.68	eV
HOMO-LUMO gap (alpha / beta)	0.25113 / 0.04681	Eh



Record 10
Entry from OMol25: a molecular structure, C2HBr2Cl3 in a non-equilibrium geometry (ωB97M-V/def2-TZVPD).

Geometry as XYZ:
```
8
Properties=species:S:1:pos:R:3:forces:R:3:lowdin_charge:R:1
Br -0.509708 1.373964 1.670778 -0.69 -0.34 1.04 0.6934
Br 0.013200 -1.902247 1.643491 0.21 1.34 -0.43 0.6624
C 0.306274 -0.134831 0.949760 1.13 -0.21 -1.86 -1.2979
Cl -2.569219 -0.456140 -0.932788 1.33 1.13 -0.80 0.2465
C 1.069423 0.145907 -0.158319 -0.27 -2.84 1.76 -1.3509
Cl 1.268712 1.692739 -0.700314 0.49 1.44 -1.09 0.6493
H -1.611888 0.346138 -1.454856 -1.38 -1.14 0.74 -0.1816
Cl 2.033209 -1.065530 -1.017750 -0.82 0.61 0.64 0.5787
```
Forces are in eV/Å.

maximum force	3.4	eV/A
DFT total energy	-179741.28805	eV
HOMO	-9.36	eV
HOMO-LUMO gap	0.35264	Eh



Record 11
Entry from OMol25: a molecular structure, C2HBr2ClO in a non-equilibrium geometry (ωB97M-V/def2-TZVPD).

Geometry as XYZ:
```
7
Properties=species:S:1:pos:R:3:forces:R:3:lowdin_charge:R:1
O 0.245305 1.035309 -1.667466 0.41 -1.15 0.96 0.0582
Br 1.168225 -1.423457 1.175224 -0.51 0.53 -0.53 0.5798
C 0.280597 0.671529 -0.530552 -0.33 3.46 -1.61 -0.9953
H -1.027922 0.092372 1.228944 1.95 -2.13 -3.94 0.2089
Cl 0.642282 1.882147 0.733740 0.61 0.32 0.03 0.6265
C -0.260406 -0.487137 0.107243 -1.83 -1.37 5.00 -1.1860
Br -1.048082 -1.770764 -1.047133 -0.30 0.35 0.08 0.7079
```
Forces are in eV/Å.

maximum force	5.5	eV/A
DFT total energy	-156743.07192	eV
HOMO	-10.62	eV
HOMO-LUMO gap	0.35884	Eh



Record 12
Entry from OMol25: a molecular structure, C2HBr2ClO in a non-equilibrium geometry (ωB97M-V/def2-TZVPD).

Geometry as XYZ:
```
7
Properties=species:S:1:pos:R:3:forces:R:3:lowdin_charge:R:1
Cl 2.430893 0.522652 -1.223260 2.20 -1.08 -1.77 0.7251
Br -0.007812 -1.693658 -1.094560 -0.52 0.70 -0.05 0.6201
C 1.398345 0.816299 -0.025200 -2.26 2.46 -1.88 -1.0374
O 1.479605 1.105436 1.129932 -0.20 -0.73 2.80 0.0374
C -0.317463 0.195745 -0.708979 1.49 -1.54 0.21 -1.0966
Br -0.740674 1.305933 -2.148783 -0.05 -0.29 0.54 0.7398
H -0.831422 0.244411 0.225843 -0.66 0.48 0.15 0.0116
```
Forces are in eV/Å.

2S+1	3
maximum force	3.8	eV/A
DFT total energy	-156739.53594	eV
expectation value of S²	2.013
HOMO (alpha / beta)	-5.97 / -11.02	eV
HOMO-LUMO gap (alpha / beta)	0.22005 / 0.28163	Eh



What did we get for relative energy (zero: lowest compared OMol25 entry of this formula, charge and spin)? Answer: 0.6033; 1.6256; 2.6604; 2.8546; 1.0265; 0.2572; 0.2360; 1.4190; 2.1063; 0.9345; 1.7546; 1.2615 eV, in the order shown.